{"formula": "C53H48AsCoN7O2", "method": "ωB97M-V/def2-TZVPD", "energy_ev": -168719.0570, "orbital_gap_ev": [6.508, 5.612], "e_above_lowest_kj_mol": 176.2, "multiplicity": 5, "e_homo_ev": [-8.798, -8.831], "total_charge": 1, "elements": ["Co", "C", "C", "C", "C", "C", "N", "C", "C", "C", "C", "C", "C", "C", "N", "C", "C", "C", "N", "C", "C", "N", "C", "C", "C", "N", "H", "H", "H", "H", "H", "H", "H", "H", "H", "H", "H", "H", "H", "H", "H", "H", "H", "H", "N", "C", "N", "O", "H", "H", "H", "H", "C", "C", "C", "C", "C", "C", "C", "C", "C", "C", "C", "C", "C", "C", "H", "H", "H", "H", "H", "H", "H", "H", "H", "H", "H", "O", "As", "C", "C", "C", "C", "C", "C", "C", "C", "C", "C", "C", "C", "C", "C", "C", "C", "C", "C", "H", "H", "H", "H", "H", "H", "H", "H", "H", "H", "H", "H", "H", "H", "H"], "coordinates": [[10.75555, -7.74349, 20.57087], [8.85038, -1.35629, 22.72082], [9.55589, -2.60880, 22.36715], [10.86591, -2.72109, 22.75876], [11.53955, -3.88027, 22.45982], [11.03417, -4.98556, 21.62621], [11.65502, -6.19559, 21.33402], [12.96281, -6.40485, 21.74986], [13.99441, -5.47870, 21.56186], [15.29953, -5.57031, 22.04692], [15.64253, -6.74836, 22.71367], [17.01971, -6.99153, 23.27818], [14.67860, -7.77087, 22.75788], [13.38265, -7.66732, 22.23437], [12.35331, -8.69913, 22.24218], [12.24994, -9.60791, 23.27510], [11.94514, -10.90713, 23.10784], [11.75459, -11.53044, 21.71737], [12.06387, -9.05816, 20.94080], [9.62714, -4.86298, 21.21422], [9.00637, -3.63872, 21.57482], [8.89357, -5.59873, 20.33147], [7.62059, -5.31078, 19.87897], [7.30258, -6.40132, 19.06905], [8.47288, -7.07440, 18.78219], [9.48441, -6.65529, 19.64558], [9.48776, -0.59668, 22.30117], [8.78083, -1.05933, 23.76525], [7.85263, -1.24435, 22.25153], [11.30922, -1.91270, 23.33699], [12.57193, -3.95735, 22.58592], [13.73514, -4.58370, 21.01297], [16.02469, -4.75048, 21.97793], [17.19998, -8.02343, 23.50965], [17.00382, -6.44511, 24.22701], [17.82715, -6.73177, 22.55368], [14.80995, -8.53171, 23.46168], [12.26931, -9.12199, 24.22383], [11.96836, -11.60349, 23.97099], [12.59143, -12.22992, 21.49589], [8.01797, -3.30644, 21.29320], [7.20844, -4.35282, 20.15118], [6.32899, -6.55432, 18.55808], [8.72879, -7.89803, 18.12648], [9.55185, -7.81333, 23.66745], [8.94188, -8.19001, 22.53911], [7.61770, -7.85292, 22.38844], [9.45114, -8.78008, 21.54690], [9.12929, -7.05325, 24.24099], [10.46860, -8.04995, 24.07647], [6.96842, -7.56368, 23.10032], [7.23898, -8.14909, 21.51849], [6.65074, -12.14837, 23.28910], [6.67399, -12.11784, 21.89402], [7.85318, -11.95383, 21.25880], [9.14254, -11.91115, 21.94566], [9.02927, -11.98155, 23.38477], [7.81450, -11.96807, 24.04490], [10.39291, -12.03919, 21.32132], [11.93841, -10.34488, 20.66847], [12.01088, -10.52438, 19.21577], [11.70674, -9.45338, 18.43125], [12.12056, -9.39010, 17.08839], [12.77959, -10.50565, 16.54186], [12.97583, -11.69546, 17.30134], [12.58853, -11.68314, 18.66501], [5.69002, -12.27885, 23.79940], [5.78401, -12.24257, 21.30323], [7.77394, -11.87961, 20.13759], [10.01132, -12.05395, 23.86368], [7.86823, -11.84388, 25.13319], [10.27162, -12.53149, 20.32929], [11.28294, -8.55415, 19.00735], [11.93043, -8.54124, 16.43942], [13.05324, -10.42698, 15.50593], [13.26887, -12.61411, 16.84668], [12.83622, -12.46675, 19.40611], [5.73894, -2.36310, 20.30204], [4.13001, -2.07708, 19.99991], [3.78510, -0.30998, 20.64771], [4.90224, 0.52291, 20.83244], [4.75322, 1.71142, 21.50369], [3.46603, 2.12058, 21.88646], [2.35799, 1.45715, 21.47390], [2.51156, 0.15116, 21.00281], [2.89562, -3.33188, 20.77596], [2.60353, -3.28816, 22.16824], [1.40880, -3.74939, 22.68784], [0.52623, -4.49486, 21.92249], [0.92245, -4.76285, 20.59870], [2.09984, -4.19860, 20.03254], [3.76164, -1.92178, 18.11408], [2.48605, -1.77512, 17.55890], [2.33067, -1.44543, 16.18647], [3.46794, -1.59255, 15.40814], [4.73766, -1.65775, 15.95445], [4.89327, -1.79441, 17.31021], [5.90307, 0.31095, 20.39752], [5.66603, 2.27130, 21.70530], [3.25620, 2.99329, 22.46481], [1.38556, 2.03136, 21.53737], [1.66701, -0.44006, 20.77373], [3.36940, -2.90782, 22.83443], [1.22827, -3.63997, 23.71093], [-0.43443, -4.90009, 22.31191], [0.42393, -5.52706, 20.06250], [2.28175, -4.42276, 18.96076], [1.55511, -1.88503, 18.10235], [1.30856, -1.25565, 15.70640], [3.32915, -1.53591, 14.29098], [5.59870, -1.48895, 15.31120], [5.89169, -1.88607, 17.84033]]}